Entry 1:
DFT (ωB97M-V/def2-TZVPD) results for an isolated molecule of C18H17N9S at a distorted geometry.

```
45
Properties=species:S:1:pos:R:3:forces:R:3
C -7.708838 -1.539940 0.256039 0.010 0.024 0.095
C -6.422136 -0.778596 0.154717 0.008 -0.052 -0.047
C -6.411301 0.609336 0.231648 0.093 -0.091 -0.014
C -5.227694 1.315174 0.158607 0.135 -0.014 -0.002
C -4.013549 0.646727 0.005511 -0.377 -0.398 0.009
N -2.856562 1.418929 -0.065311 -0.042 0.572 0.047
C -1.565735 1.069462 -0.223403 0.666 0.012 -0.069
N -0.709357 2.097475 -0.234122 -0.098 0.333 0.067
C 0.564395 1.774293 -0.407649 -0.422 -0.320 -0.094
N 1.470839 2.763100 -0.461740 0.145 0.220 0.016
N 1.018499 0.520113 -0.558374 0.116 0.089 -0.171
C 0.090562 -0.413338 -0.501653 0.020 0.610 -0.053
C 0.510951 -1.848040 -0.593369 0.461 -0.118 0.222
S 2.313497 -1.998573 -0.631352 -0.078 -0.482 -0.400
C 2.639013 -1.131386 0.823401 0.497 0.205 0.406
N 1.808608 -0.996347 1.837754 -0.232 -0.819 -0.872
N 2.411533 -0.202698 2.705488 -0.169 0.523 0.859
N 3.552941 0.157410 2.301469 1.046 0.579 0.318
N 3.763825 -0.410289 1.099554 -1.621 -0.875 0.049
C 4.938097 -0.199495 0.371908 0.718 0.279 -0.302
C 5.382818 -1.126121 -0.562218 -0.156 0.082 0.181
C 6.549613 -0.872836 -1.261323 0.043 0.042 -0.038
C 7.273935 0.283341 -1.024737 0.060 -0.025 -0.054
C 6.832939 1.195053 -0.078566 -0.004 -0.037 -0.013
C 5.665642 0.960155 0.621828 -0.114 -0.029 -0.001
N -1.205081 -0.211324 -0.353345 -0.447 -0.151 0.043
C -4.014156 -0.742180 -0.070946 0.137 -0.060 0.002
C -5.207858 -1.435241 0.004152 -0.205 0.209 0.026
H -7.614057 -2.524396 -0.195451 -0.059 -0.072 -0.029
H -7.983172 -1.672559 1.303188 -0.096 -0.062 0.035
H -8.516785 -1.002090 -0.235363 -0.095 -0.026 -0.033
H -7.342775 1.144310 0.349619 -0.089 0.066 0.002
H -5.239341 2.394733 0.219488 0.002 0.119 0.002
H -2.984532 2.418774 0.026089 0.090 -0.193 -0.028
H 1.178582 3.694835 -0.229880 0.029 -0.009 -0.003
H 2.445777 2.524344 -0.475689 -0.017 -0.004 0.007
H 0.140273 -2.298138 -1.514394 0.017 -0.018 0.027
H 0.122297 -2.397870 0.263713 -0.091 0.061 -0.115
H 4.830218 -2.036561 -0.732647 0.066 -0.091 -0.008
H 6.896373 -1.590060 -1.989349 0.028 -0.063 -0.062
H 8.185116 0.471137 -1.572054 0.074 0.009 -0.049
H 7.399647 2.093309 0.114393 0.039 0.073 0.021
H 5.308271 1.652582 1.368161 -0.008 0.047 0.033
H -3.079182 -1.262510 -0.187339 -0.085 -0.031 0.005
H -5.192155 -2.514000 -0.056442 0.004 -0.113 -0.016
```
Positions in Å, forces in eV/Å.

Atomic partial charges in e from the Mulliken method, atoms 1 to 2: atom 1 (C): -1.4289, atom 2 (C): 0.7903

---

Entry 2:
DFT (ωB97M-V/def2-TZVPD) results for a cluster of 2 separate species, C4H8N2O4 in total at a distorted geometry.

```
18
Properties=species:S:1:pos:R:3:forces:R:3
O 2.722879 1.375190 -0.646494 1.231 0.376 -0.573
C 1.587881 1.619096 -0.944652 -0.349 -1.143 -0.169
N 0.513676 1.012804 -0.339070 1.075 -0.101 0.830
C 0.275312 0.266185 0.831861 -0.131 0.743 2.052
O -0.890074 -0.054775 1.063766 2.245 0.379 0.048
C 1.522912 0.024256 1.799206 -2.056 -4.231 -2.018
O 2.560063 0.838438 1.784775 2.473 2.193 -0.034
H 1.347936 2.226063 -1.844120 -0.256 -0.034 0.592
H -0.361996 1.238579 -0.656726 -2.450 0.722 -1.576
H 1.245040 -0.235680 2.824782 -0.596 0.493 -0.247
H 1.789623 -1.008493 1.360449 -0.073 0.763 0.561
H 3.090054 0.842646 0.939151 -1.209 -0.097 0.931
H -1.314048 -1.564157 -2.275580 -0.475 0.151 0.328
N -1.629036 -1.297700 -1.334332 -1.933 -0.556 -1.094
C -2.921129 -1.423790 -1.174014 3.305 -0.058 -0.238
O -3.367145 -1.179928 0.048208 -0.617 0.048 -0.246
H -3.636896 -1.762887 -1.918222 -0.182 0.110 0.175
H -2.535057 -0.915841 0.481016 -0.001 0.242 0.677
```
Positions in Å, forces in eV/Å.

Summary:
ΔE to the lowest compared entry with this formula, charge and spin = 186.9 kJ/mol

Atomic partial charges in e from the Mulliken method, atoms 1 to 2: atom 1 (O): -0.5771, atom 2 (C): 0.1466

---

Entry 3:
DFT (ωB97M-V/def2-TZVPD) results for a cluster of 3 separate species, C4H14N2O2 in total at a distorted geometry.

```
22
Properties=species:S:1:pos:R:3:forces:R:3
C -0.998261 0.793646 -1.841213 -0.817 0.137 -0.132
C 0.547542 0.716880 -1.720300 -1.971 0.970 0.399
C 1.036690 0.147455 -0.366913 1.498 -0.095 -0.871
N -0.713250 2.285493 0.728916 -0.661 -0.220 1.300
C -0.365510 1.123585 1.352218 0.416 -0.016 -1.767
N 0.358548 0.181373 0.891041 -0.685 -0.229 0.425
H -1.517056 0.314688 -1.015208 0.097 -0.005 0.138
H -1.322904 1.835437 -1.858411 0.026 0.032 0.300
H -1.494469 0.402088 -2.735705 0.689 -0.422 -0.186
H 0.900341 0.147319 -2.577325 0.566 -0.058 0.236
H 0.827192 1.765919 -1.813497 0.665 -0.082 -0.202
H 2.044724 0.551052 -0.164073 -0.064 0.165 -0.257
H 1.276505 -0.888264 -0.634085 -0.187 -0.335 0.608
H -0.167218 2.772829 0.041628 0.119 -0.073 -0.052
H -1.429404 2.788942 1.244667 0.183 0.538 -0.253
H -0.857965 0.943808 2.300195 -0.002 0.213 0.107
H 0.360446 -1.431857 2.475853 0.178 0.122 -0.377
H 1.766465 -1.268951 1.983872 -0.159 0.271 -0.162
O 1.190882 -1.915414 2.394840 0.154 -0.929 0.717
H -0.032473 -2.327951 -1.147899 -0.130 0.219 -0.168
H -1.095360 -3.120923 -0.479128 -0.229 0.051 -0.023
O -0.939042 -2.631377 -1.296038 0.315 -0.256 0.220
```
Positions in Å, forces in eV/Å.

Summary:
Total charge = -1
Expectation value of S² = 0.75
Multiplicity = 2
ΔE to the lowest compared entry with this formula, charge and spin = 84.0 kJ/mol

Atomic partial charges in e from the Mulliken method, atoms 1 to 2: atom 1 (C): -1.4123, atom 2 (C): -0.6565

---

Entry 4:
DFT (ωB97M-V/def2-TZVPD) results for an isolated molecule of C4H4N2O2 at a distorted geometry.

```
12
Properties=species:S:1:pos:R:3:forces:R:3
O 1.186287 1.469656 -2.220138 1.850 -3.952 0.853
C 1.470537 0.289237 -2.092300 -1.320 0.246 -3.313
O 0.778974 -0.717715 -1.320278 1.333 0.743 0.480
C 0.030740 -0.230493 -0.313362 -3.743 2.930 2.005
N -0.595480 0.913928 -0.546679 -0.324 -1.873 3.935
N -1.324555 1.316957 0.820146 1.104 -1.276 -1.935
C -1.296975 0.342492 1.648715 0.618 -0.486 -1.944
C -0.394104 -0.875405 1.146831 1.714 0.626 0.592
H 2.059038 -0.432076 -2.867060 -0.659 2.066 1.889
H -1.686460 0.586880 2.658359 0.286 -0.874 -0.618
H 0.454811 -0.594315 2.010955 -1.453 -1.580 -2.497
H -0.682814 -2.069146 1.074811 0.594 3.429 0.552
```
Positions in Å, forces in eV/Å.

Summary:
ΔE to the lowest compared entry with this formula, charge and spin = 484.6 kJ/mol

Atomic partial charges in e from the Mulliken method, atoms 1 to 2: atom 1 (O): -0.3703, atom 2 (C): 0.1851

---

Entry 5:
DFT (ωB97M-V/def2-TZVPD) results for an isolated molecule of C7H10 at a distorted geometry.

```
17
Properties=species:S:1:pos:R:3:forces:R:3
C -2.497192 1.442696 -0.243419 -0.139 0.546 0.493
C -1.362934 0.823873 -0.537604 -0.289 0.140 -0.427
C -0.068396 0.992414 0.127160 0.485 -0.788 0.795
C 0.796045 0.000955 0.389574 -0.077 -0.420 -0.253
C 2.266936 0.251421 0.664555 -0.788 -0.033 0.867
C 0.527654 -1.467404 0.305334 0.367 0.800 -0.407
C 0.121769 -2.118320 -0.775301 0.053 -0.175 0.208
H -2.562943 2.066902 0.641739 0.065 0.074 0.009
H -3.404934 1.420857 -0.836420 0.205 -0.370 -0.090
H -1.342233 0.222199 -1.441078 -0.025 -0.085 0.113
H 0.262920 1.938537 0.533335 -0.229 0.553 -0.589
H 2.787696 -0.402523 -0.023611 0.470 0.296 -0.359
H 2.499563 1.307897 0.563400 0.238 -0.049 -0.257
H 2.594294 -0.067561 1.658435 -0.173 -0.037 0.085
H 0.896092 -1.988583 1.186678 -0.022 -0.252 -0.176
H -0.260509 -1.617506 -1.653677 0.221 0.040 -0.057
H 0.212952 -3.190790 -0.819260 -0.362 -0.242 0.045
```
Positions in Å, forces in eV/Å.

Summary:
ΔE to the lowest compared entry with this formula, charge and spin = 207.0 kJ/mol

Atomic partial charges in e from the Mulliken method, atoms 1 to 2: atom 1 (C): -0.8861, atom 2 (C): -0.1036

---

Entry 6:
DFT (ωB97M-V/def2-TZVPD) results for an isolated molecule of C5H12N2O at a distorted geometry.

```
20
Properties=species:S:1:pos:R:3:forces:R:3
C -0.293041 1.364076 3.226981 0.123 0.692 -0.569
N 0.209719 0.869105 1.953788 0.074 -0.220 -0.312
C -0.728006 0.018470 1.224539 0.772 0.197 -0.055
C -0.047117 -0.647637 -0.002381 -0.777 0.970 0.810
N -0.846600 -1.771063 -0.429805 0.145 -0.397 0.334
C 0.038210 0.386651 -1.116406 0.521 0.325 0.055
C 0.998725 -0.059545 -2.179092 0.022 -0.207 0.059
O 0.738860 -0.365943 -3.310077 -0.158 0.051 -0.079
H -0.275906 0.587706 3.989293 -0.049 -0.016 0.001
H 0.341099 2.199156 3.526112 0.147 -0.192 0.283
H -1.294404 1.801247 3.140900 -0.241 -0.228 0.119
H 0.530847 1.628952 1.367611 -0.102 0.089 0.174
H -1.600280 0.571857 0.837490 -0.203 -0.237 0.392
H -1.002824 -0.755585 1.940346 -0.423 -0.113 -0.260
H 0.959666 -0.854886 0.361818 0.164 -0.627 -0.272
H -1.205328 -1.727158 -1.369021 0.257 -0.073 -0.128
H -0.441090 -2.666949 -0.208152 -0.098 -0.014 -0.215
H 0.491123 1.295825 -0.710653 -0.071 0.114 0.077
H -0.957547 0.640417 -1.468196 -0.095 -0.114 -0.337
H 2.043609 -0.130063 -1.803177 -0.006 -0.001 -0.077
```
Positions in Å, forces in eV/Å.

Summary:
ΔE to the lowest compared entry with this formula, charge and spin = 188.7 kJ/mol

Atomic partial charges in e from the Mulliken method, atoms 1 to 2: atom 1 (C): -0.9075, atom 2 (N): -0.3355

---

no.,E_tot (Ha)
1,-1587.156623
2,-567.663511
3,-420.717565
4,-414.661620
5,-272.639157
6,-382.430645